Record 1
{
  "formula": "C36H65Br10N3O4Si",
  "method": "ωB97M-V/def2-TZVPD",
  "symbols": ["H", "H", "C", "C", "H", "H", "H", "C", "H", "C", "H", "H", "C", "C", "H", "Br", "C", "C", "H", "H", "N", "C", "H", "H", "H", "H", "C", "C", "H", "Br", "H", "H", "C", "H", "H", "Br", "H", "C", "H", "H", "H", "H", "C", "Br", "H", "H", "H", "H", "H", "H", "C", "H", "H", "H", "C", "H", "C", "H", "H", "H", "H", "C", "H", "H", "C", "H", "H", "H", "C", "C", "C", "O", "H", "Br", "H", "H", "H", "H", "C", "C", "H", "N", "N", "C", "C", "H", "H", "C", "H", "H", "Br", "Si", "H", "C", "O", "C", "C", "H", "Br", "O", "C", "C", "H", "H", "C", "Br", "Br", "C", "H", "H", "O", "H", "C", "H", "H", "H", "C", "Br", "H"],
  "positions_angstrom": [[-9.997, -2.459, -3.334], [-0.146, -3.482, -4.240], [-14.584, -0.728, -3.933], [12.098, 5.669, 3.351], [8.292, -0.140, 5.447], [-5.639, -4.896, -1.134], [1.634, -0.692, -2.239], [-5.032, 1.958, 1.001], [-6.544, -1.933, 1.126], [-2.994, -3.029, -1.698], [3.236, -0.426, -2.995], [-1.698, 3.077, -0.823], [-5.993, -0.985, 1.046], [-0.675, -3.058, -2.197], [-13.787, -1.550, -5.747], [9.872, 3.094, 6.760], [-3.847, 2.103, -0.012], [3.939, 1.400, 1.064], [-2.532, 1.668, 1.644], [-11.674, -2.230, -1.595], [2.162, 1.847, -0.700], [13.157, 4.609, 3.199], [7.702, 2.116, 6.117], [8.734, 2.311, 4.687], [4.248, 1.918, -3.288], [-7.663, -0.149, 0.028], [8.297, 0.687, 0.853], [0.869, 2.536, -0.564], [-4.088, 1.609, -0.955], [7.365, 2.061, 1.875], [3.602, -0.315, 2.280], [4.709, -3.773, 1.841], [-1.338, 2.551, 0.062], [-14.772, 0.306, -4.207], [3.615, -0.760, -0.715], [10.557, 5.321, 2.213], [6.426, -3.703, 2.207], [3.867, -1.032, 0.312], [1.784, -0.529, -3.968], [-6.782, -3.681, -0.486], [10.057, 0.895, 2.104], [-4.314, -3.378, -3.349], [-1.684, -2.907, -1.276], [-11.936, -0.168, -4.881], [-6.195, 1.400, -0.814], [4.273, 1.876, 1.989], [-6.168, -3.536, -2.143], [-3.965, -0.678, 0.465], [4.609, 2.845, -1.870], [-2.233, 0.625, 0.211], [1.918, 1.353, -2.963], [-4.296, -4.787, 1.106], [-3.736, 3.173, -0.238], [12.470, 6.638, 3.024], [-5.904, -3.832, -1.123], [8.008, 0.817, -0.186], [-6.319, 1.494, 0.269], [14.091, 4.935, 3.654], [-7.568, 0.403, 1.690], [2.207, 0.053, 1.274], [-5.081, -0.522, -0.911], [-0.939, -3.334, -3.515], [-4.704, 1.233, 1.754], [-4.114, -3.266, 2.047], [2.177, -0.152, -3.021], [3.480, -2.018, 0.584], [-2.752, -3.906, 1.087], [4.820, 1.328, 0.419], [-2.244, -3.424, -3.919], [-3.839, -3.793, 1.129], [9.081, 0.499, 5.839], [0.796, 3.728, -0.771], [5.397, -2.394, 2.778], [12.664, 2.990, 4.164], [7.901, -0.257, 1.220], [-5.542, -0.830, 2.035], [-1.427, -2.708, -0.241], [-1.112, 3.249, 0.873], [-2.487, 1.635, 0.551], [3.300, 0.018, 1.276], [5.719, -0.878, -0.542], [2.625, 2.233, -2.020], [5.362, -1.106, 0.381], [-3.284, -3.279, -3.027], [5.558, -3.093, 1.952], [2.296, 2.737, 1.166], [-9.276, -3.192, -1.888], [8.698, 1.950, 5.710], [-2.487, -3.631, -4.958], [4.421, 1.056, -1.711], [-8.138, -1.067, -2.506], [-4.417, -2.879, -0.448], [-7.073, 2.281, 0.407], [2.998, 2.424, 0.381], [6.542, -2.974, -0.193], [-9.657, -2.270, -2.317], [-4.858, -1.103, -0.010], [0.360, -2.963, -1.874], [-10.335, -1.676, 0.400], [-0.165, 1.762, -0.222], [-13.469, -1.358, -4.725], [9.783, 0.757, 1.065], [9.304, 0.210, 6.862], [-10.957, -0.619, -1.768], [5.847, -2.398, 0.630], [10.655, 0.063, 4.773], [-14.193, -0.744, -2.028], [-10.758, -1.652, -1.501], [10.265, -0.142, 0.682], [13.338, 4.330, 2.166], [1.109, 1.832, -3.725], [-15.501, -1.302, -4.044], [4.060, 1.962, -2.211], [11.731, 5.749, 4.370], [-13.105, -2.280, -4.281], [3.512, 3.344, 0.080], [-6.962, 0.188, 0.803], [10.583, 2.225, 0.075], [-5.199, 2.916, 1.499]],
  "smiles": "CC(=O)NCCCCN(C(=O)OCCCCCCCC[Si](C)(C)c1ccccc1)N(C)C(C)=O.BrCCBr.BrCCBr.BrCCBr.BrCCBr.BrCCBr",
  "mol_weight_g_mol": 1431.059,
  "total_charge": 0
}

***

Record 2
{
  "formula": "C36H66O25S4",
  "method": "ωB97M-V/def2-TZVPD",
  "symbols": ["H", "C", "H", "H", "C", "C", "H", "C", "C", "H", "H", "H", "H", "H", "C", "H", "C", "O", "C", "O", "H", "H", "C", "H", "H", "O", "C", "H", "H", "H", "C", "H", "O", "C", "O", "H", "H", "O", "C", "C", "O", "O", "H", "H", "O", "H", "C", "H", "H", "O", "H", "H", "H", "C", "H", "C", "H", "H", "H", "O", "H", "H", "H", "H", "H", "O", "H", "S", "C", "O", "H", "C", "H", "S", "H", "O", "H", "H", "H", "S", "C", "H", "O", "O", "C", "H", "H", "H", "H", "H", "O", "H", "C", "O", "C", "C", "C", "O", "C", "O", "C", "C", "C", "H", "C", "H", "H", "H", "H", "H", "S", "H", "H", "H", "O", "C", "C", "C", "O", "H", "C", "O", "H", "H", "C", "O", "C", "H", "H", "H", "O"],
  "positions_angstrom": [[-15.061, 5.645, -0.255], [-10.233, 1.786, 2.050], [-10.942, -3.702, 4.837], [-18.257, -11.383, -3.492], [-4.687, -3.325, -1.559], [-12.677, 1.879, -8.553], [-12.255, 0.882, -8.432], [-12.809, -7.091, -12.142], [-3.933, -1.243, -0.923], [-11.394, -6.751, 5.679], [-19.143, -1.254, -9.846], [-1.241, -2.581, 0.860], [-17.520, -1.912, -12.793], [-16.070, -10.420, -3.647], [-18.073, -10.346, -3.770], [-10.849, -2.280, -2.446], [-12.747, -6.996, -10.615], [-12.368, 2.448, -7.208], [-21.653, 2.887, -3.504], [-5.136, -4.200, -2.275], [-11.320, -3.813, -3.140], [-20.539, 4.531, -2.870], [-9.997, 2.458, 0.709], [-12.700, -6.097, -12.576], [-11.222, 1.365, 2.224], [-12.862, -8.187, -10.096], [-11.228, 3.174, -7.298], [-5.070, -7.623, -7.449], [-22.465, 2.535, -4.142], [-17.841, -10.174, -4.821], [-10.749, -6.443, 4.857], [-13.321, -5.329, -9.553], [-6.711, -10.054, -7.115], [-16.343, -8.311, -3.348], [-8.536, 2.021, 4.884], [-18.876, -1.794, -13.853], [-12.267, -2.875, -1.945], [-14.944, -2.276, -3.806], [-5.828, -7.566, -6.668], [-1.685, -2.463, -0.129], [-11.132, 3.560, -8.592], [-14.118, -9.188, -8.536], [-14.574, -5.717, -10.748], [-14.642, 0.914, -8.383], [-13.338, -1.025, -3.283], [-18.591, -0.606, -12.478], [-11.923, -4.055, 4.518], [-5.420, -7.878, -5.707], [-21.658, 4.909, -4.284], [-16.693, -7.671, -2.113], [-16.969, -7.766, -4.055], [-10.443, 3.449, 0.635], [-17.920, -2.519, -9.898], [-11.902, 2.871, -9.500], [-13.732, 9.394, 0.154], [-17.021, -8.578, -1.191], [-10.302, -7.379, 4.524], [-8.778, 0.367, 1.227], [-15.200, 8.710, 0.822], [-16.855, -9.834, -1.708], [-6.215, -6.554, -6.789], [-20.394, 1.843, -4.917], [-8.981, 2.498, 0.317], [-1.398, -1.571, -0.686], [-9.486, -7.965, -6.659], [-10.335, -5.263, 2.676], [-14.734, 2.652, -8.235], [-7.157, -8.640, -7.358], [-14.266, 8.458, 0.320], [-20.915, -2.407, -11.995], [-18.934, -9.720, -3.536], [-18.985, -2.319, -10.016], [-12.523, 3.623, -9.987], [-11.523, -5.590, 3.523], [-8.475, -7.235, -5.739], [-8.989, 0.404, 3.387], [-22.179, 4.859, -2.687], [-11.856, -7.516, -12.458], [-11.880, -6.553, -10.126], [-14.500, 7.778, -1.372], [-3.277, -2.292, -0.034], [-8.608, -9.009, -5.420], [-4.705, -1.973, -1.850], [-21.682, 2.403, -2.253], [-11.692, -2.825, -2.869], [-12.403, -3.342, 3.849], [-14.487, 1.843, -9.844], [-10.045, -5.738, 5.299], [-13.775, -3.084, -5.398], [-13.588, 7.786, 0.847], [-15.366, -0.564, -2.433], [-4.501, -0.510, -0.350], [-15.455, 6.160, -1.131], [-15.498, 8.760, -2.041], [-16.825, -9.775, -3.198], [-14.574, -1.321, -3.011], [-14.243, 1.846, -8.782], [-20.583, 0.960, -3.259], [-8.544, -8.230, -6.179], [-9.628, 2.438, 3.060], [-13.757, -2.898, -4.324], [-9.163, 1.612, 3.923], [-21.493, 4.348, -3.364], [-15.279, -8.193, -3.553], [-9.467, 0.484, 2.063], [-12.503, -4.126, 5.438], [-16.515, 6.214, -0.886], [-19.450, 2.571, -3.706], [-3.173, -0.765, -1.541], [-19.527, -2.961, -9.323], [-19.507, -2.882, -11.810], [-10.245, -0.277, 1.998], [-3.642, -2.067, 0.968], [-11.283, 2.248, -10.147], [-10.477, 3.240, -6.401], [-21.417, 1.143, -2.270], [-12.564, -2.109, -3.841], [-13.942, -8.279, -9.317], [-3.847, -3.551, -0.439], [-15.383, 5.485, -1.984], [-13.856, -6.140, -10.047], [-14.515, -7.023, -9.140], [-12.129, -1.638, -4.722], [-13.695, -7.592, -12.532], [-20.423, 2.103, -3.859], [-17.209, -8.283, -0.007], [-18.575, -1.642, -12.817], [-13.837, -3.909, -3.925], [-1.281, -3.253, -0.763], [-10.456, 1.824, -0.049], [-21.673, 0.328, -1.370]],
  "e_above_lowest_kj_mol": 350.5,
  "mol_weight_g_mol": 1027.167,
  "total_charge": 0
}

***

| no. | gap between HOMO and LUMO (hartree) |
| --- | --- |
| 1 | 0.32987 |
| 2 | 0.30433 |